The following is a DFT calculation (wB97M-V/def2-TZVPD) of a structure of composition C41H111CsN9O15S.

CARTESIAN COORDINATES (ANGSTROEM)
1 O 1.551 -1.703 1.510
2 H 2.494 -1.881 1.517
3 H 1.244 -1.338 2.344
4 H 1.281 -1.133 0.787
5 Cs 3.938 -1.263 -1.667
6 O 1.295 -0.124 -0.607
7 H 1.282 0.831 -0.813
8 S 4.556 -3.418 1.395
9 O 5.376 -3.746 2.538
10 O 3.954 -2.046 1.464
11 O 5.224 -3.579 0.104
12 O 3.472 -4.402 1.441
13 C 3.082 3.332 -4.104
14 C 2.689 2.747 -2.727
15 C 1.646 3.546 -1.954
16 O 2.391 4.601 -1.304
17 C 1.576 5.591 -0.656
18 N 2.240 1.363 -3.041
19 H 2.300 3.402 -4.860
20 H 3.862 2.738 -4.581
21 H 3.444 4.356 -4.015
22 H 3.562 2.564 -2.101
23 H 1.255 2.850 -1.212
24 H 0.819 3.807 -2.615
25 H 2.202 6.460 -0.452
26 H 1.169 5.252 0.297
27 H 0.837 5.927 -1.383
28 H 1.377 1.434 -3.561
29 H 1.957 0.947 -2.166
30 C -1.019 -5.661 1.265
31 C 0.345 -5.180 1.820
32 C 1.076 -6.272 2.675
33 O 0.280 -6.617 3.828
34 C 0.093 -5.527 4.749
35 N 1.067 -4.816 0.564
36 H -1.030 -6.382 0.448
37 H -1.794 -4.908 1.121
38 H -1.363 -6.353 2.034
39 H 0.122 -4.299 2.421
40 H 2.123 -6.048 2.877
41 H 1.142 -7.169 2.059
42 H -0.279 -5.900 5.703
43 H -0.576 -4.776 4.328
44 H 0.965 -4.951 5.058
45 H 2.011 -4.560 0.815
46 H 1.238 -5.612 -0.034
47 C -2.019 1.783 -5.392
48 C -1.401 2.445 -4.202
49 C -2.335 3.304 -3.356
50 O -1.659 3.958 -2.200
51 C -2.554 4.796 -1.471
52 N -0.741 1.353 -3.379
53 H -1.203 1.288 -5.916
54 H -2.420 2.497 -6.112
55 H -2.709 0.974 -5.152
56 H -0.603 3.078 -4.589
57 H -3.134 2.610 -3.094
58 H -2.729 4.094 -3.995
59 H -2.776 5.691 -2.053
60 H -2.144 5.054 -0.495
61 H -3.404 4.168 -1.203
62 H -1.463 0.751 -3.010
63 H -0.325 1.715 -2.533
64 C -0.164 2.472 2.028
65 C 1.374 2.619 1.913
66 C 2.057 3.356 3.106
67 O 3.455 3.508 2.822
68 C 3.754 4.451 1.764
69 N 1.917 1.237 1.770
70 H -0.651 3.432 1.857
71 H -0.405 2.013 2.986
72 H -0.475 1.777 1.247
73 H 1.497 3.134 0.961
74 H 1.907 2.872 4.071
75 H 1.622 4.352 3.183
76 H 3.577 3.956 0.810
77 H 4.797 4.751 1.867
78 H 3.146 5.355 1.766
79 H 1.596 0.916 0.868
80 H 2.911 1.312 1.609
81 C -1.101 -4.111 -2.278
82 C -0.819 -2.627 -2.129
83 C -1.798 -1.853 -1.245
84 O -3.161 -1.789 -1.708
85 C -3.395 -0.789 -2.745
86 N 0.493 -2.613 -1.536
87 H -1.015 -4.630 -1.323
88 H -0.310 -4.538 -2.896
89 H -2.100 -4.320 -2.661
90 H -0.809 -2.099 -3.083
91 H -1.367 -0.854 -1.184
92 H -1.793 -2.273 -0.239
93 H -2.659 -0.895 -3.542
94 H -3.413 0.244 -2.400
95 H -4.404 -1.000 -3.099
96 H 0.583 -3.360 -0.862
97 H 0.654 -1.727 -1.078
98 C 6.732 1.643 0.372
99 C 6.080 0.256 0.746
100 C 6.969 -0.497 1.747
101 O 8.175 -0.806 1.158
102 C 9.211 -1.251 1.963
103 N 4.786 0.583 1.376
104 H 7.815 1.658 0.251
105 H 6.545 2.252 1.257
106 H 6.299 2.132 -0.501
107 H 5.999 -0.414 -0.110
108 H 6.558 -1.435 2.121
109 H 7.065 0.182 2.594
110 H 10.097 -1.452 1.360
111 H 8.984 -2.250 2.333
112 H 9.430 -0.648 2.844
113 H 4.472 -0.314 1.717
114 H 4.984 1.141 2.194
115 C 0.382 -1.489 -5.685
116 C 1.487 -2.426 -5.102
117 C 2.661 -2.675 -6.058
118 O 2.377 -3.109 -7.391
119 C 2.062 -4.466 -7.597
120 N 2.031 -1.719 -3.940
121 H 0.542 -0.421 -5.827
122 H -0.516 -1.578 -5.074
123 H 0.050 -1.808 -6.673
124 H 1.072 -3.379 -4.774
125 H 3.382 -3.252 -5.478
126 H 3.223 -1.762 -6.255
127 H 1.184 -4.718 -7.002
128 H 2.829 -5.148 -7.232
129 H 1.950 -4.699 -8.656
130 H 1.552 -2.117 -3.145
131 H 1.636 -0.793 -4.030
132 C -1.223 -0.974 3.109
133 C -0.275 -0.523 4.226
134 C -0.409 -1.472 5.481
135 O -1.738 -1.603 5.973
136 C -1.945 -2.551 7.038
137 N 1.075 -0.420 3.871
138 H -0.924 -1.993 2.865
139 H -1.186 -0.311 2.245
140 H -2.276 -1.072 3.376
141 H -0.521 0.479 4.576
142 H 0.256 -1.233 6.310
143 H -0.188 -2.464 5.088
144 H -1.355 -2.364 7.936
145 H -1.710 -3.557 6.691
146 H -2.989 -2.442 7.330
147 H 1.331 0.328 3.242
148 H 1.657 -0.387 4.695
149 C -3.614 1.343 1.964
150 C -5.118 1.748 1.953
151 C -5.244 3.190 2.609
152 C -6.611 3.866 2.338
153 C -6.977 3.740 0.895
154 C -6.938 2.263 0.280
155 N -5.630 1.720 0.572
156 O -5.546 0.441 0.040
157 C -8.217 1.402 0.729
158 C -7.080 2.481 -1.250
159 C -5.768 0.794 2.986
160 H -2.912 1.963 1.407
161 H -3.530 0.287 1.705
162 H -3.232 1.192 2.973
163 H -5.206 3.108 3.695
164 H -4.457 3.854 2.252
165 H -6.447 4.909 2.609
166 H -7.346 3.520 3.064
167 H -6.369 4.514 0.426
168 H -7.981 4.112 0.693
169 H -8.137 0.365 0.402
170 H -8.250 1.341 1.817
171 H -9.201 1.749 0.414
172 H -6.923 1.505 -1.707
173 H -8.072 2.790 -1.579
174 H -6.365 3.151 -1.729
175 H -6.535 0.143 2.568
176 H -6.309 1.352 3.751
177 H -5.127 0.047 3.454
178 H -4.903 0.525 -0.668

Values from the calculation:
**Highest occupied orbital energy**: -4.67 eV
**Multiplicity**: 1
**HOMO-LUMO gap**: 6.383 eV
**Total energy**: -99819.242 eV
**Charge**: -1

Here are the Löwdin charges for atoms 1 to 99, given in e:
1. O 0.21
2. H 0.00
3. H 0.05
4. H 0.04
5. Cs 1.07
6. O -0.49
7. H -0.07
8. S 0.21
9. O -0.36
10. O -0.46
11. O -0.45
12. O -0.39
13. C -0.05
14. C -0.38
15. C -0.18
16. O -0.19
17. C -0.09
18. N 0.02
19. H 0.07
20. H 0.07
21. H 0.07
22. H 0.14
23. H 0.10
24. H 0.11
25. H 0.08
26. H 0.07
27. H 0.08
28. H 0.03
29. H -0.03
30. C -0.08
31. C -0.37
32. C -0.15
33. O -0.20
34. C -0.12
35. N 0.03
36. H 0.07
37. H 0.07
38. H 0.06
39. H 0.10
40. H 0.12
41. H 0.12
42. H 0.08
43. H 0.06
44. H 0.09
45. H -0.02
46. H 0.08
47. C -0.06
48. C -0.41
49. C -0.15
50. O -0.21
51. C -0.10
52. N 0.08
53. H 0.07
54. H 0.08
55. H 0.08
56. H 0.13
57. H 0.11
58. H 0.12
59. H 0.09
60. H 0.08
61. H 0.07
62. H 0.03
63. H 0.05
64. C -0.05
65. C -0.38
66. C -0.16
67. O -0.20
68. C -0.08
69. N 0.05
70. H 0.07
71. H 0.06
72. H 0.07
73. H 0.09
74. H 0.12
75. H 0.11
76. H 0.07
77. H 0.09
78. H 0.07
79. H 0.01
80. H 0.04
81. C -0.04
82. C -0.43
83. C -0.17
84. O -0.18
85. C -0.09
86. N 0.04
87. H 0.05
88. H 0.07
89. H 0.08
90. H 0.10
91. H 0.10
92. H 0.13
93. H 0.07
94. H 0.06
95. H 0.09
96. H 0.04
97. H 0.00
98. C -0.03
99. C -0.41